{"formula": "C22H28Br54FN2O2P", "method": "the ωB97M-V functional and the def2-TZVPD basis", "species": ["Br", "Br", "Br", "Br", "Br", "Br", "Br", "Br", "Br", "Br", "Br", "Br", "Br", "Br", "Br", "Br", "Br", "Br", "Br", "Br", "Br", "Br", "Br", "Br", "Br", "Br", "Br", "Br", "Br", "Br", "Br", "Br", "Br", "Br", "Br", "Br", "Br", "Br", "Br", "Br", "Br", "Br", "Br", "Br", "Br", "Br", "Br", "Br", "Br", "Br", "Br", "Br", "Br", "Br", "P", "F", "O", "O", "N", "N", "C", "C", "C", "C", "C", "C", "C", "C", "C", "C", "C", "C", "C", "C", "C", "C", "C", "C", "C", "C", "C", "C", "H", "H", "H", "H", "H", "H", "H", "H", "H", "H", "H", "H", "H", "H", "H", "H", "H", "H", "H", "H", "H", "H", "H", "H", "H", "H", "H", "H"], "xyz": [[0.10276, -5.70290, 5.98373], [-2.21340, -4.32191, 4.23952], [2.78201, 1.90479, -4.06599], [7.96816, 8.97020, -4.86703], [-3.06389, -5.08290, -4.73700], [8.32296, 4.82287, 0.32396], [-0.42874, 6.94588, -1.52205], [-2.20527, -13.00500, 5.22650], [-5.83955, -14.93094, -0.30510], [-4.03922, -15.64157, 5.17443], [9.96683, 3.25331, -1.95005], [-9.25342, 4.33469, -2.45027], [-5.50950, 4.59330, -2.39265], [-4.29122, 1.98672, -3.80266], [1.76351, 4.80869, -4.98793], [4.96878, 7.86757, 10.36255], [4.99184, 6.87480, 7.30734], [8.84367, 6.27792, -6.38646], [4.07085, -0.53543, -7.61402], [4.98984, 3.17641, 2.34927], [-4.79255, 4.65791, -5.52090], [2.62045, 6.53698, -0.59408], [2.04484, -6.73496, -0.52079], [0.07398, -3.20425, -2.59012], [1.92371, 3.32107, 3.30257], [0.98907, -2.20142, 5.24569], [-9.25881, 1.48488, -0.96794], [-5.35643, -3.65433, -6.47505], [-0.16810, -1.35208, 2.37173], [3.76593, 5.94840, 3.42006], [-6.14461, -5.87428, -4.29039], [7.76019, 7.25869, 8.89253], [2.64745, -2.88517, 2.58025], [3.05161, 2.37099, -8.53810], [5.63016, 1.11320, 6.58392], [-3.45253, -11.71237, -5.19842], [-0.92269, -0.30102, -3.54726], [4.80052, 4.40189, -4.02254], [8.69147, 0.96193, 5.62072], [7.85797, 6.15056, -3.33228], [-4.23313, -10.65300, -2.26720], [2.10405, -0.71844, -2.57399], [-2.97702, -8.63103, -4.42149], [-2.87547, -13.77723, 0.14356], [-7.64766, 3.95253, 0.30906], [9.99210, 2.18449, 1.08008], [6.09070, 1.96297, -7.57174], [-0.31382, -5.92449, 1.50311], [-0.91884, -7.89240, -0.96492], [-0.97038, -15.80127, 4.23806], [-5.23347, -12.97371, 2.16915], [0.60216, 4.03842, -0.62184], [-2.96998, -6.51259, 6.46372], [7.48548, 3.73220, 6.71251], [-4.43033, 5.88462, 2.77305], [-4.59922, 5.71959, -0.01290], [-1.16547, 4.76482, 3.06415], [-1.17942, 6.73971, 1.91364], [-3.15052, 5.07611, 1.87907], [-4.28220, 5.63783, 4.36691], [4.55839, 1.15070, -8.44123], [7.10995, 2.07406, 5.77922], [-1.64607, -5.92425, 5.17478], [-9.18271, 3.40994, -0.74632], [5.88110, 6.79497, 9.02887], [9.88317, 3.73979, -0.07350], [-4.77576, -13.44572, 0.34481], [0.88818, -2.64402, 3.36036], [-3.70945, 2.55715, 1.20447], [0.14476, -6.40475, -0.31880], [-3.43955, 3.53219, -0.07301], [-2.56089, -14.69677, 4.34745], [0.57017, -1.53179, -3.43672], [1.07993, 5.72694, -1.44809], [7.68903, 7.05863, -5.03757], [3.40148, 4.28227, 2.49626], [3.27021, 3.58944, -4.89284], [-5.39049, 3.56787, -4.03184], [-4.80895, -5.27552, -5.56231], [-1.80403, 5.51688, 2.28240], [-3.34978, 5.10469, 0.40364], [-3.03285, -10.45951, -3.77883], [-2.86087, -14.46786, 3.32565], [0.86335, -1.76622, -4.45878], [3.09859, 4.54008, 1.48232], [6.80471, 2.34004, 4.76826], [3.56726, 3.36705, -5.91933], [-4.33882, 3.40956, -0.76918], [-2.51730, 3.19634, -0.65603], [-3.42179, 5.07451, 4.54086], [1.36714, 5.50778, -2.47620], [-2.81721, 2.49994, 1.91188], [-2.03259, -10.70337, -3.42432], [-4.68777, 2.85123, 1.72164], [0.37284, -3.60035, 3.28526], [-5.01670, -12.58543, -0.27711], [-5.69387, 5.28082, 2.42231], [-6.39608, 3.22551, -4.27229], [-3.86437, 1.48663, 0.79513], [-4.71906, -6.05274, -6.31958], [-0.97397, 6.69161, 0.94708], [-1.55434, -6.71331, 4.42978], [4.85382, 0.92884, -9.46532], [-2.49274, 5.58124, -0.18529], [6.66336, 6.91517, -5.37446], [5.83214, 5.76029, 9.36453], [-10.07118, 3.70202, -0.18919], [-0.09726, -5.54657, -0.94320], [10.75792, 4.35322, 0.13553], [-4.41727, 7.30857, 2.53122]], "mulliken_charge": [-0.0088, -0.0140, 0.2081, -0.0262, -0.0067, -0.0450, -0.1030, 0.0073, -0.0030, 0.0003, -0.0349, -0.0411, 0.0401, -0.0328, -0.0895, -0.0477, 0.0404, -0.0243, 0.0034, 0.0010, -0.0376, -0.0213, 0.0105, -0.0239, 0.0237, -0.0202, -0.0109, -0.0533, 0.0718, 0.0434, 0.0162, -0.0200, -0.0338, -0.0173, -0.0046, -0.0381, 0.0500, 0.1102, -0.0245, 0.0476, 0.0473, -0.0835, 0.0714, -0.0041, 0.0816, -0.0227, 0.0066, 0.1304, 0.0388, -0.0247, 0.0118, 0.0695, -0.0433, 0.0452, 0.4485, -0.3971, -0.4098, -0.4411, 0.4981, -0.8396, -0.3457, 0.0226, -0.2787, -0.3845, -0.3385, -0.3021, 0.0813, 0.3073, -1.0445, 0.2415, 0.4292, 0.2650, -0.3011, 0.5767, -0.2532, 0.2122, 0.0000, -0.3418, -0.3226, 0.1931, 1.1115, -0.3686, -0.2590, 0.3604, -0.2573, -0.0362, -0.1546, -0.3145, 0.1513, 0.2662, -0.4638, 0.2492, 0.3250, 0.1561, -0.3746, -0.1012, 0.0211, 0.3506, 0.3815, 0.3479, 0.2270, 0.3375, 0.3427, -0.7859, 0.2509, 0.3395, 0.3387, -0.4039, 0.3760, 0.0956], "gap_ev": 7.71, "e_tot_ev": -3824635.02655, "homo_ev": -8.37, "lumo_energy_ev": -0.7}

{"formula": "C22H28ClN3O3S", "method": "the ωB97M-V functional and the def2-TZVPD basis", "species": ["Cl", "S", "O", "O", "O", "N", "N", "N", "C", "C", "C", "C", "C", "C", "C", "C", "C", "C", "C", "C", "C", "C", "C", "C", "C", "C", "C", "C", "C", "C", "H", "H", "H", "H", "H", "H", "H", "H", "H", "H", "H", "H", "H", "H", "H", "H", "H", "H", "H", "H", "H", "H", "H", "H", "H", "H", "H", "H"], "xyz": [[4.93648, 1.00093, 0.63338], [0.51483, 3.39886, 0.90337], [0.43435, 4.41446, 1.90946], [-3.96743, -2.29858, 1.18578], [1.43405, 2.30910, 1.09848], [-2.12806, -1.84951, -0.01502], [0.78923, 4.16707, -0.55736], [0.69533, -1.84473, 0.05449], [-0.05071, -2.31742, 1.20479], [4.87933, -1.68044, 0.40173], [2.09487, -1.76226, 0.19741], [4.13232, -0.51654, 0.44088], [2.83728, -2.95141, 0.13930], [1.53925, 3.43064, -1.55628], [-1.51504, 1.76347, 1.63352], [-2.70431, 1.07913, 1.45952], [-1.08790, 2.64846, 0.66005], [-1.38709, -2.86271, 0.71745], [-4.31435, -0.85235, -0.65950], [-3.45272, -1.72310, 0.24269], [2.75276, -0.54311, 0.34416], [-1.83760, 2.87476, -0.47525], [-3.46292, 1.27370, 0.30938], [-1.35798, -1.23458, -1.07253], [-0.00380, -0.73233, -0.54561], [2.16878, -4.27657, -0.07286], [4.21769, -2.88564, 0.25221], [-3.02536, 2.18332, -0.64707], [-4.69164, 0.44992, 0.06867], [3.04599, 3.48937, -1.34378], [-5.22887, -1.42135, -0.83904], [0.50704, -3.10477, 1.70943], [3.39818, 4.51784, -1.39688], [1.19214, 2.39720, -1.49224], [4.79194, -3.79966, 0.20762], [3.55711, 2.90520, -2.10459], [5.95371, -1.64296, 0.48209], [1.23778, -4.14250, -0.61701], [3.29079, 3.08251, -0.36675], [-2.00857, -3.18643, 1.55318], [-1.48586, 3.57811, -1.21255], [-1.17054, -1.97761, -1.86029], [-0.89968, 1.61804, 2.50783], [-5.40908, 1.00406, -0.53880], [-0.22417, -1.49791, 1.92144], [1.13796, 5.09919, -0.39244], [1.94494, -4.75964, 0.87843], [-3.61689, 2.34748, -1.53648], [-3.84954, -0.63588, -1.61868], [-3.04354, 0.37874, 2.20785], [-1.89312, -0.38717, -1.49670], [-0.17659, 0.09013, 0.16618], [1.27187, 3.82996, -2.54082], [2.82162, -4.94013, -0.63529], [2.20069, 0.38061, 0.42075], [0.58200, -0.35449, -1.38607], [-5.16169, 0.18553, 1.01660], [-1.20525, -3.71601, 0.05175]], "mulliken_charge": [-0.2336, 1.2602, -0.8026, -0.6968, -0.5955, 0.2701, -0.3719, 0.5206, -0.4898, -0.6327, -0.3104, -0.1556, 0.7989, -0.0126, -1.0860, -0.4722, 0.4956, -0.8389, -0.6359, 0.5716, -0.1469, -0.3193, 0.5366, -1.5065, -0.4725, -1.6304, -0.7476, -0.6345, -1.2749, -1.1259, 0.4610, 0.4546, 0.3657, -0.0964, 0.4375, 0.3826, 0.4437, 0.2720, 0.1668, 0.4318, 0.5183, 0.2531, 0.4518, 0.4519, 0.1927, 0.3134, 0.2967, 0.4040, 0.3816, 0.3975, 0.5478, 0.3038, 0.4746, 0.5017, 0.6845, 0.5820, 0.4118, 0.2527], "gap_ev": 8.80, "smiles": "CCNS(=O)(=O)c1ccc(CCC(=O)N2CCN(c3cc(Cl)ccc3C)CC2)cc1", "e_tot_ev": -57239.70265, "homo_ev": -8.29, "lumo_energy_ev": 0.5, "de_lowest_kj_mol": 0.00}

{"formula": "C22H28F3NO11Si", "method": "the ωB97M-V functional and the def2-TZVPD basis", "species": ["Si", "F", "F", "F", "O", "O", "O", "O", "O", "O", "O", "O", "O", "O", "O", "N", "C", "C", "C", "C", "C", "C", "C", "C", "C", "C", "C", "C", "C", "C", "C", "C", "C", "C", "C", "C", "C", "C", "H", "H", "H", "H", "H", "H", "H", "H", "H", "H", "H", "H", "H", "H", "H", "H", "H", "H", "H", "H", "H", "H", "H", "H", "H", "H", "H", "H"], "xyz": [[-4.56466, -0.36954, -1.13037], [3.65008, 5.78766, 1.77470], [-1.96417, -3.36514, -2.28904], [4.30141, -2.19319, -1.14733], [2.19696, -0.34814, -2.69421], [-0.41582, 4.60280, 3.11512], [-2.98414, 0.13120, -0.94157], [1.45180, 5.42058, 2.14467], [1.74490, -2.49522, -2.71569], [-1.44927, -6.32055, 0.98883], [-0.13885, -5.87509, -0.78949], [3.41346, -0.20394, 1.83961], [-1.94273, -4.61367, -0.40844], [1.52360, 4.69030, 4.25469], [-0.13524, 0.70902, -1.86008], [1.47343, -1.52154, -3.26308], [-0.26825, -4.99150, -1.90792], [-1.24853, 0.63094, 0.68603], [0.25629, 1.00215, 3.54713], [-1.20138, -5.67826, 0.02901], [0.61059, 0.34012, -0.98664], [4.74345, 1.46352, -1.76676], [-4.90256, -2.09469, -0.49288], [4.31304, -0.85107, -0.74955], [-1.15558, -3.90926, -1.34616], [2.91212, -0.38471, -0.44670], [1.14718, 0.10814, 1.37891], [0.86036, 0.04021, 2.81367], [2.66126, 5.91286, 2.69105], [5.06257, -0.03802, -1.79680], [0.73368, 4.87572, 3.16784], [-2.20037, -0.43203, 0.09718], [2.56403, -0.15972, 0.97884], [2.87026, 5.00222, 3.88179], [1.97110, -0.15993, -1.36391], [0.20341, 0.35203, 0.44538], [-5.76094, 0.85317, -0.37606], [-4.88451, -0.36810, -2.97768], [0.70040, -4.62340, -2.22716], [-6.78936, 0.52942, -0.54749], [-4.03301, -0.86181, -3.45003], [6.13446, -0.19304, -1.69140], [-0.61704, -3.10755, -0.83609], [4.86931, -0.81239, 0.18559], [2.54024, 6.96820, 2.94070], [1.21507, -0.85945, 3.31761], [5.57833, 2.02568, -2.18114], [-4.85012, 0.66662, -3.32138], [-2.80945, -0.81841, 0.91637], [-0.74526, -5.51793, -2.73586], [-1.47250, 0.77651, 1.73571], [-1.49308, 1.57032, 0.18857], [-5.96018, -2.34394, -0.57003], [-0.59691, 0.72970, 4.16397], [-4.63749, -2.23800, 0.55701], [3.87264, 1.67740, -2.38127], [3.39234, 4.08792, 3.59588], [4.59181, 1.81928, -0.74741], [-5.65813, 1.83060, -0.84904], [0.53766, 2.04834, 3.54690], [-5.63532, 0.98147, 0.70033], [3.39847, 5.47832, 4.70289], [-1.63267, -1.26404, -0.32434], [-4.30935, -2.81493, -1.05636], [-5.81875, -0.85467, -3.24285], [4.77992, -0.42953, -2.77376]], "mulliken_charge": [0.3790, -0.2786, -0.3003, -0.3890, -0.4218, -0.4946, -0.3055, -0.2929, -0.1496, -0.5026, -0.3458, -0.6278, -0.2835, -0.3162, -0.5341, 0.1756, -0.1901, -1.4417, -0.8176, 0.5501, 0.2560, -1.0874, -1.0183, -0.4326, 0.4975, 1.2090, 0.4899, -0.8558, 0.2651, -0.5994, 0.6820, 0.7045, 0.5263, -0.3375, -0.0233, 0.7606, -1.1171, -1.0211, 0.1928, 0.3398, 0.2614, 0.5103, 0.0785, 0.4652, 0.2684, 0.3859, 0.3998, 0.2813, 0.4643, 0.2767, 0.4214, 0.3880, 0.4575, 0.3483, 0.3498, 0.2409, 0.2610, 0.2675, 0.3105, 0.0693, 0.3104, 0.2651, -0.7161, 0.1832, 0.3558, 0.2517], "gap_ev": 7.29, "smiles": "C=CC1=C(CCO[Si](C)(C)C)C(=O)C(ON=O)=C([C@@H](F)CC)C1=O.O=C1OC[C@@H](F)O1.O=C1OC[C@@H](F)O1", "e_tot_ev": -63306.94720, "homo_ev": -8.96, "lumo_energy_ev": -1.7}